{
  "formula": "C6H13NO",
  "method": "the ωB97M-V functional and the def2-TZVPD basis",
  "species": ["O", "C", "C", "C", "C", "C", "C", "N", "H", "H", "H", "H", "H", "H", "H", "H", "H", "H", "H", "H", "H"],
  "xyz": [[-0.72224, 1.66496, 3.65856], [-0.00666, 1.22208, 2.79931], [-0.52707, 0.32870, 1.69552], [0.17921, 0.70649, 0.41332], [-0.11800, -0.18458, -0.79632], [1.13688, -0.52243, -1.61045], [0.80484, -1.38985, -2.80607], [-1.95673, 0.55601, 1.56951], [1.05929, 1.51183, 2.83644], [-0.31376, -0.71489, 1.94103], [-0.10534, 1.75447, 0.25423], [1.27011, 0.74676, 0.56131], [-0.61033, -1.11291, -0.48404], [-0.84224, 0.31602, -1.43655], [1.84554, -1.01579, -0.95007], [1.59499, 0.43271, -1.87400], [0.28487, -0.80909, -3.55327], [0.12829, -2.21065, -2.53538], [1.67225, -1.85675, -3.26092], [-2.42185, -0.21214, 1.10700], [-2.35205, 0.78904, 2.47084]],
  "forces_ev_per_angstrom": [[-0.22, 0.07, 0.11], [-0.15, 0.03, 0.63], [-0.21, 0.24, -0.23], [0.60, 0.48, -0.20], [-0.11, 0.09, 0.03], [-0.47, 0.18, 0.55], [-0.15, -0.30, 0.03], [0.20, 0.15, -0.18], [0.12, -0.33, -0.40], [0.34, -0.17, 0.26], [-0.03, -0.16, -0.38], [-0.16, -0.24, 0.19], [0.12, -0.03, 0.09], [-0.09, 0.02, -0.16], [0.15, -0.19, 0.10], [0.15, -0.08, -0.34], [-0.12, 0.18, -0.37], [0.12, 0.14, 0.14], [0.22, 0.11, -0.11], [-0.12, 0.04, 0.28], [-0.19, -0.23, -0.03]],
  "fmax_ev_per_a": 0.8,
  "charge": 0,
  "e_lumo_ev": 0.982,
  "gap_ev": 10.40,
  "e_above_lowest_kj_mol": 108.8,
  "homo_ev": -9.42,
  "smiles": "CCCC[C@H](N)C=O"
}